--- w ---
This record from OMol25 describes an isolated molecule of C3H9N2OP. The level of theory is ωB97M-V with the def2-TZVPD basis set.

HOMO: -8.88 eV
2S+1: 1
SMILES string: C[C@@H](NP)NC=O
HOMO-LUMO gap: 0.3570 hartree

The geometry in XYZ format:
```
16
C3H9N2OP, DFT ωB97M-V with the def2-TZVPD basis set
C -1.97870 -0.12392 -0.54789
C -0.54985 0.31477 -0.43189
N -0.26141 0.67727 0.87953
P 1.26150 1.64803 1.17622
N 0.45787 -0.97124 -0.97723
C 1.71437 -1.13506 -0.59400
O 2.35744 -0.22045 -0.18678
H -2.19950 -0.92320 0.27174
H -2.55374 0.78056 -0.51345
H -2.28082 -0.43713 -1.51711
H -0.30883 1.11082 -1.19186
H -0.24199 -0.16420 1.37683
H 0.35338 2.38405 2.10158
H 2.00399 1.00182 2.28214
H 0.00795 -1.83454 -1.22358
H 2.21833 -2.10758 -0.90424
```


--- x ---
This record from OMol25 describes an isolated molecule of C3H9N2OP. The level of theory is ωB97M-V with the def2-TZVPD basis set.

HOMO (alpha / beta): -8.29 / -7.90 eV
2S+1: 1
HOMO-LUMO gap (alpha / beta): 0.3174 / 0.2640 hartree

The geometry in XYZ format:
```
16
C3H9N2OP, DFT ωB97M-V with the def2-TZVPD basis set
C -0.46848 1.24515 0.25323
C -1.14724 -0.05895 0.47577
C -1.45861 -0.85950 -0.72853
N 1.00048 1.11910 0.72747
N 1.37994 -1.40876 0.96554
O 1.75391 -0.54529 -1.26333
P 2.04369 -0.08609 0.26386
H -0.37940 1.51393 -0.81165
H -0.67393 2.04367 0.92460
H -1.34586 -0.39940 1.51861
H -2.46198 -0.52581 -1.02854
H -1.74147 -1.93271 -0.37328
H -0.73446 -0.82638 -1.53517
H 1.43274 2.05235 0.83159
H 0.82312 -1.21034 1.85436
H 1.97752 -0.12097 -2.07451
```


So which one is most stable? That would be w, about 28.7 kcal/mol below the next structure.


--- w ---
This record from OMol25 describes C29H21F3N2S3SbW as an isolated structure. The level of theory is ωB97M-V with the def2-TZVPD basis set.

charge: +3
HOMO (alpha / beta): -17.24 / -17.25 eV
2S+1: 1
HOMO-LUMO gap (alpha / beta): 0.2117 / 0.1988 hartree

The geometry in XYZ format:
```
60
C29H21F3N2S3SbW, DFT ωB97M-V with the def2-TZVPD basis set
W -1.00459 0.32231 -0.25146
S -2.45294 -0.17338 1.51997
C -2.52662 -1.91678 1.41783
C -2.94105 -2.69291 2.49377
C -3.15291 -4.04966 2.30579
C -2.94891 -4.65445 1.05728
C -2.52012 -3.90725 -0.01746
C -2.31000 -2.53095 0.15629
S -1.74229 -1.59383 -1.17976
H -3.12399 -2.23624 3.45774
H -3.50067 -4.65082 3.13593
H -3.14387 -5.71151 0.93672
H -2.36234 -4.36149 -0.98780
C -4.07150 5.32997 -2.39739
C -3.52106 4.11428 -1.75811
C -4.17320 3.46538 -0.69519
C -3.60256 2.35407 -0.12816
N -2.42303 1.89388 -0.60552
C -1.89491 2.56555 -1.64863
S -0.43440 1.64446 -2.08529
N -2.34965 3.61862 -2.22860
H -5.09600 5.14626 -2.72923
H -3.45809 5.63881 -3.23779
H -4.12179 6.13919 -1.66350
H -5.11888 3.83515 -0.32391
H -4.06226 1.81881 0.69075
F 5.90862 -1.35348 -4.78588
C 4.98799 -1.08332 -3.88423
C 5.24158 -1.40494 -2.55725
C 4.27405 -1.12308 -1.61205
C 3.08019 -0.52297 -2.02222
C 2.83402 -0.20800 -3.35861
C 3.80306 -0.49128 -4.30138
Sb 1.70777 -0.05376 -0.55202
C 2.12684 1.51145 0.75080
C 3.40084 1.93237 1.12534
C 3.55007 2.94249 2.06161
C 2.41836 3.51684 2.62033
F 2.55798 4.47272 3.51583
C 1.13134 3.12615 2.26758
C 1.01353 2.12541 1.32287
C 0.99633 -1.55455 0.72749
C 0.72208 -1.23391 2.07479
C 0.22793 -2.19899 2.93337
C 0.02387 -3.47320 2.43145
F -0.46268 -4.39841 3.22659
C 0.31538 -3.83405 1.10804
C 0.78100 -2.86960 0.25425
H 6.18156 -1.86729 -2.28839
H 4.46211 -1.37864 -0.57541
H 1.90854 0.25489 -3.67698
H 3.66062 -0.26373 -5.34892
H 4.28587 1.48458 0.69060
H 4.52768 3.29178 2.36622
H 0.27789 3.60945 2.72267
H -0.03956 1.86569 1.06706
H 0.94520 -0.24757 2.46216
H 0.02340 -1.98908 3.97482
H 0.17828 -4.86247 0.79969
H 1.00589 -3.12896 -0.77448
```


--- x ---
This record from OMol25 describes C29H21F3N2S3SbW as an isolated structure. The level of theory is ωB97M-V with the def2-TZVPD basis set.

charge: +3
HOMO: -17.18 eV
2S+1: 1
HOMO-LUMO gap: 0.2103 hartree

The geometry in XYZ format:
```
60
C29H21F3N2S3SbW, DFT ωB97M-V with the def2-TZVPD basis set
W 0.49263 1.25813 0.31583
S 0.47175 2.29738 2.36319
C -1.14753 2.83598 2.75950
C -1.44325 3.43827 3.96934
C -2.72936 3.94075 4.16052
C -3.68637 3.87037 3.15483
C -3.38285 3.28652 1.93180
C -2.10721 2.76363 1.75076
S -1.65687 1.99730 0.25409
H -0.70021 3.51500 4.75185
H -2.97995 4.40053 5.10704
H -4.67135 4.28450 3.32041
H -4.11539 3.24949 1.13617
C 6.40274 3.19608 -0.32056
C 5.08662 2.65185 0.07504
C 4.77080 2.28881 1.39353
C 3.50913 1.82600 1.67290
N 2.60520 1.69933 0.67839
C 3.00755 2.05497 -0.55733
S 1.63662 1.77603 -1.66517
N 4.16001 2.50857 -0.90660
H 7.08165 3.29518 0.52090
H 6.25888 4.16522 -0.80394
H 6.84510 2.54451 -1.07860
H 5.50144 2.38734 2.18337
H 3.19735 1.55573 2.67369
F -6.55539 -2.47332 -1.05186
C -5.30989 -2.04737 -1.09560
C -4.29109 -2.93887 -0.78026
C -2.98374 -2.49642 -0.83663
C -2.72274 -1.16650 -1.18418
C -3.75965 -0.28385 -1.49812
C -5.06787 -0.72994 -1.45678
Sb -0.75357 -0.54254 -1.39226
C 0.19034 -1.75674 -2.76702
C -0.61904 -2.67601 -3.45001
C -0.05849 -3.49881 -4.40615
C 1.29968 -3.38118 -4.66753
F 1.84106 -4.16203 -5.57476
C 2.11639 -2.45954 -4.01559
C 1.55357 -1.63633 -3.06628
C 0.26611 -0.83969 0.70834
C 1.48008 -1.59197 0.58720
C 1.71172 -2.68851 1.37276
C 0.72256 -3.06982 2.28695
F 0.94213 -4.11341 3.03422
C -0.49188 -2.39353 2.42687
C -0.71949 -1.29632 1.63730
H -4.53701 -3.95734 -0.51138
H -2.18188 -3.19090 -0.61277
H -3.56540 0.73978 -1.79376
H -5.89797 -0.08347 -1.70719
H -1.68002 -2.75069 -3.24812
H -0.64922 -4.21962 -4.95493
H 3.16357 -2.40029 -4.27887
H 2.17433 -0.89544 -2.57953
H 2.23419 -1.29999 -0.13614
H 2.62045 -3.27182 1.30234
H -1.21862 -2.74961 3.14535
H -1.66035 -0.76538 1.72344
```


So which one is most stable? That would be x, about 32.5 kcal/mol below the next structure.


--- w ---
This record from OMol25 describes a 2-piece molecular cluster, CH9N2O overall. The level of theory is ωB97M-V with the def2-TZVPD basis set.

charge: +1
HOMO: -15.56 eV
2S+1: 1
HOMO-LUMO gap: 0.4542 hartree

The geometry in XYZ format:
```
13
CH9N2O, DFT ωB97M-V with the def2-TZVPD basis set
N 1.90854 0.07896 -0.78331
H 1.78443 -0.73915 -1.37731
H 2.16285 0.82707 -1.42475
H 0.66824 0.30386 0.39976
H 2.77030 -0.11771 -0.27474
N -0.22915 0.31297 0.99245
C -1.49278 0.12526 0.19195
O -1.46597 -1.19419 -0.17465
H -0.24891 1.08623 1.65316
H -0.11950 -0.56380 1.51818
H -2.31038 0.38092 0.87070
H -1.44970 0.85937 -0.61521
H -1.97795 -1.35979 -0.97624
```


--- x ---
This record from OMol25 describes a 2-piece molecular cluster, CH9N2O overall. The level of theory is ωB97M-V with the def2-TZVPD basis set.

charge: +1
HOMO: -15.56 eV
2S+1: 1
HOMO-LUMO gap: 0.4519 hartree

The geometry in XYZ format:
```
13
CH9N2O, DFT ωB97M-V with the def2-TZVPD basis set
N -1.44428 -0.17604 -1.96227
H -1.91996 -1.15498 -2.02138
H -2.09110 0.47777 -1.91271
H -0.30229 0.25063 -1.02156
H -1.02148 -0.06312 -2.86410
N 0.51137 0.43261 -0.33565
C 0.06325 0.03498 1.00899
O 1.19257 -0.26929 1.74180
H 0.84671 1.38105 -0.27875
H 1.41119 -0.07580 -0.58556
H -0.63694 0.76819 1.36428
H -0.62196 -0.77362 0.86269
H 0.94612 -0.66164 2.55422
```


So which one is most stable? That would be w, about 14.6 kcal/mol below the next structure.


--- w ---
This record from OMol25 describes a 2-piece molecular cluster, C4H12NO2 overall. The level of theory is ωB97M-V with the def2-TZVPD basis set.

expectation value of S²: 0.754
HOMO (alpha / beta): -9.27 / -9.20 eV
2S+1: 2
HOMO-LUMO gap (alpha / beta): 0.3688 / 0.2863 hartree

The geometry in XYZ format:
```
19
C4H12NO2, DFT ωB97M-V with the def2-TZVPD basis set
C -0.05936 1.91914 0.98879
O -0.45373 0.93863 1.83699
C 0.88297 1.50708 -0.11862
C 0.40612 0.43589 -1.14643
C -1.09862 0.13820 -1.17268
N -1.61320 -0.64786 -0.05887
H -0.87618 2.51724 0.58154
H 0.38912 2.66996 1.66692
H 1.16423 2.40107 -0.67664
H 1.86669 1.23148 0.26218
H 0.71899 0.83406 -2.11155
H 0.92371 -0.48636 -0.95035
H -1.30019 -0.32835 -2.11222
H -1.66015 1.06353 -1.15162
H -1.90985 -0.07974 0.70974
H -0.92116 -1.30496 0.28886
H 2.41285 -3.60568 -0.55964
H 0.99932 -2.85776 -0.40822
O 1.59694 -3.53288 -0.07174
```


--- x ---
This record from OMol25 describes a 2-piece molecular cluster, C4H12NO2 overall. The level of theory is ωB97M-V with the def2-TZVPD basis set.

expectation value of S²: 0.755
HOMO (alpha / beta): -9.46 / -9.41 eV
2S+1: 2
HOMO-LUMO gap (alpha / beta): 0.3758 / 0.2467 hartree

The geometry in XYZ format:
```
19
C4H12NO2, DFT ωB97M-V with the def2-TZVPD basis set
C -0.64642 -1.09780 -0.15587
O -1.44136 -0.43800 0.72820
C 0.08731 -0.17015 -1.12074
C 1.35761 0.61515 -0.67669
C 1.74587 0.40600 0.82672
N 0.92956 1.27635 1.71404
H 0.11341 -1.67746 0.40903
H -1.19876 -1.85687 -0.75562
H 0.33941 -0.62655 -2.07964
H -0.68603 0.57746 -1.37737
H 2.25539 0.38099 -1.23244
H 1.08934 1.65009 -0.81491
H 2.81856 0.53366 0.95287
H 1.58122 -0.65862 1.05463
H 1.19736 1.02923 2.65869
H -0.00915 1.05243 1.40639
H -2.72270 0.03743 -0.01527
H -3.34798 -0.98479 -0.83551
O -3.46265 -0.04856 -0.68653
```


So which one is most stable? That would be w, about 8.7 kcal/mol below the next structure.